ORCA calculation (the ωB97M-V functional and the def2-TZVPD basis) on C12H16ClPbSm as an isolated structure in a non-equilibrium geometry.

Values from the calculation:
- relative energy (zero: lowest compared OMol25 entry of this formula, charge and spin) (kJ/mol) = 0.0
- Kohn-Sham gap (alpha / beta) (Ha) = 0.2518 / 0.2538
- max |F| (eV Å⁻¹) = 3.40
- multiplicity = 6

```
31
Properties=species:S:1:pos:R:3:forces:R:3
Sm 0.2799 -1.3968 -1.0731 -0.643 0.042 1.796
Cl 0.6152 1.1026 -1.5795 -0.117 0.595 -0.749
C -2.0444 -1.3981 -1.2668 -0.167 -0.220 0.044
H -2.1989 -2.2181 -0.5157 -0.201 0.441 -0.306
H -2.3918 -1.7763 -2.2362 -0.013 -0.127 0.005
H -2.6791 -0.5432 -1.0158 0.085 -0.157 0.205
Pb 0.3641 0.1637 -4.1741 0.380 -0.249 0.322
C -1.2701 1.3093 -5.2525 0.107 -0.099 0.690
C 1.8940 1.7126 -4.6964 -0.078 -0.108 0.048
C 0.7502 -2.0042 -3.3016 0.545 0.138 -2.740
H 2.7775 1.6510 -4.0487 -0.300 0.056 -0.312
H 2.1423 1.5595 -5.7559 0.063 0.236 0.336
H 1.3456 2.6639 -4.5443 0.463 -0.544 -0.129
H -2.2808 1.0400 -4.9474 0.150 0.024 -0.081
H -1.0403 2.3551 -4.9942 -0.166 -0.443 -0.165
H -1.1115 1.1275 -6.3154 -0.006 0.009 0.066
H 0.1244 -2.6111 -3.9930 -0.053 0.288 0.498
H 1.7726 -2.2255 -3.6885 -0.264 0.430 0.177
C 0.6529 -0.7627 1.2389 0.048 0.623 2.938
C 0.5647 -0.3842 2.4324 0.238 -0.788 -3.299
C 0.4219 -0.0603 3.8014 -0.518 -0.006 1.642
C -0.7651 0.5378 4.3166 0.773 0.016 0.046
C -0.9329 0.7174 5.6959 0.065 -0.448 -0.216
C -0.0671 0.0679 6.5848 -0.041 0.073 -0.266
C 1.0925 -0.5406 6.0921 0.164 0.508 -0.110
C 1.4031 -0.4879 4.7312 -0.439 -0.033 0.036
H -1.5360 0.8589 3.6184 0.243 0.071 0.125
H -1.7575 1.3246 6.0834 0.129 -0.474 -0.213
H -0.3154 0.0267 7.6482 0.252 0.164 -0.314
H 1.8050 -0.9945 6.7807 -0.180 0.113 -0.132
H 2.3851 -0.8148 4.3750 -0.520 -0.130 0.058
```
Positions in Å, forces in eV/Å.

Listed below, in e, are the Mulliken charges computed for each atom: 1.50, -0.44, -1.18, 0.30, 0.31, 0.24, 0.95, -1.17, -1.19, -1.30, 0.32, 0.36, 0.33, 0.35, 0.33, 0.35, 0.32, 0.40, -0.92, -0.05, 0.49, -0.46, -0.39, -0.36, -0.37, -0.51, 0.39, 0.35, 0.34, 0.34, 0.37